No. 1
ORCA calculation (the ωB97M-V functional and the def2-TZVPD basis) on a 8-piece molecular cluster, C25H66B3F12N5O5 overall.

Computed properties:
Gap between HOMO and LUMO (hartree): 0.268
E_tot (eV): -79325.5751
HOMO level (eV): -13.9
Relative energy (zero: lowest compared OMol25 entry of this formula, charge and spin) (eV): 0.000
Net charge: +2
Maximum force (eV Å⁻¹): 3.60

CARTESIAN COORDINATES (ANGSTROEM)
C (4.86281, 0.46597, -2.01952)
C (4.55748, -1.00392, -1.76905)
C (5.40296, -1.48110, -0.58751)
O (4.71973, -2.70482, -0.25908)
C (5.23238, -3.51052, 0.83389)
N (3.06843, -1.17367, -1.52246)
H (3.02999, -2.10686, -1.02869)
H (2.68941, -0.45628, -0.89745)
H (2.44709, -1.26368, -2.33653)
H (4.15822, 0.95187, -2.72524)
H (5.83035, 0.47770, -2.52852)
H (4.70341, 1.07275, -1.14579)
H (4.84768, -1.64674, -2.58060)
H (5.34934, -0.82624, 0.28819)
H (6.43249, -1.59588, -0.89806)
H (4.50780, -4.28722, 0.87712)
H (5.26507, -2.90419, 1.70880)
H (6.21247, -3.87649, 0.61560)
C (-6.00321, -0.69599, -1.37353)
C (-4.99781, -1.74544, -1.71564)
C (-4.44748, -1.61754, -3.11829)
O (-3.40352, -0.64634, -3.02023)
C (-3.08478, 0.03009, -4.25139)
N (-3.74032, -1.78269, -0.75454)
H (-3.65182, -0.94923, -0.20986)
H (-3.94076, -2.47126, -0.01942)
H (-2.90198, -2.15606, -1.24461)
H (-5.86081, 0.22133, -1.97047)
H (-5.97668, -0.52314, -0.29743)
H (-7.02442, -1.09738, -1.54345)
H (-5.44239, -2.73422, -1.63624)
H (-5.15636, -1.21479, -3.82343)
H (-4.04192, -2.63265, -3.44722)
H (-4.02616, 0.57016, -4.72146)
H (-2.68178, -0.77552, -4.99421)
H (-2.34323, 0.79745, -3.99244)
C (-0.72666, 1.04691, 3.92057)
C (0.18716, -0.19564, 3.68443)
C (-0.30321, -1.39593, 4.49013)
O (0.64581, -2.46187, 4.20457)
C (0.44985, -3.54354, 5.11747)
N (0.14590, -0.45230, 2.24422)
H (-0.79552, -0.74147, 1.97201)
H (0.31149, 0.45780, 1.69766)
H (0.83371, -1.14269, 1.93224)
H (-0.76948, 1.37487, 4.95874)
H (-1.80302, 0.89802, 3.70084)
H (-0.50469, 1.92532, 3.32426)
H (1.24082, 0.07436, 3.88447)
H (-1.27004, -1.63753, 4.07599)
H (-0.49508, -1.30953, 5.55318)
H (0.41806, -3.07174, 6.05225)
H (1.28528, -4.18567, 5.04571)
H (-0.51825, -3.92448, 4.99095)
C (-1.51773, -5.76549, 2.95850)
C (-1.30292, -6.18866, 1.52104)
C (-2.38610, -7.22675, 1.12444)
O (-2.30189, -7.51975, -0.30742)
C (-1.78300, -8.79837, -0.70794)
N (-1.22095, -5.06420, 0.52818)
H (-2.04722, -4.38256, 0.55143)
H (-0.41120, -4.46503, 0.71476)
H (-1.14582, -5.55410, -0.36653)
H (-1.37368, -6.57061, 3.70200)
H (-2.52168, -5.42656, 3.14115)
H (-0.92337, -4.87340, 3.29773)
H (-0.35686, -6.72711, 1.44729)
H (-3.42765, -6.88228, 1.38344)
H (-2.23620, -8.15994, 1.69503)
H (-2.44738, -9.64312, -0.36523)
H (-0.74792, -8.91505, -0.41023)
H (-1.78149, -8.82779, -1.75658)
C (-1.44830, 6.54126, -0.96444)
C (0.00910, 6.36044, -0.78130)
C (0.61450, 5.29922, -1.79360)
C (2.09855, 5.23755, -1.87425)
C (2.61720, 6.53908, -2.51878)
C (2.13678, 7.81782, -1.76734)
N (0.64282, 7.69592, -1.16233)
O (0.04226, 8.70402, -1.01521)
C (2.00899, 9.06787, -2.69895)
C (3.05740, 8.12944, -0.56205)
C (0.50634, 6.07219, 0.61892)
H (-1.82875, 7.36783, -0.39140)
H (-1.99783, 5.59312, -0.64829)
H (-1.68381, 6.68717, -2.04019)
H (0.17899, 5.63949, -2.73544)
H (0.20344, 4.38118, -1.35138)
H (2.40195, 4.33179, -2.38493)
H (2.46798, 5.15531, -0.82235)
H (2.28686, 6.60181, -3.61630)
H (3.64257, 6.70492, -2.40882)
H (1.13373, 8.95149, -3.38127)
H (2.91777, 9.11210, -3.26655)
H (1.82832, 9.94474, -2.17059)
H (2.62907, 8.94936, 0.03575)
H (4.01275, 8.45844, -0.97914)
H (3.20315, 7.24428, 0.09131)
H (1.53918, 6.47677, 0.78887)
H (0.52920, 4.95735, 0.90183)
H (-0.07020, 6.56998, 1.34747)
B (-0.25148, -2.26698, -1.34766)
F (-0.89304, -1.35911, -0.53528)
F (0.67072, -3.09755, -0.47902)
F (-1.17139, -3.05328, -1.88126)
F (0.63714, -1.60236, -2.20816)
B (1.82305, 1.79139, 0.29157)
F (1.89690, 1.91266, -1.08578)
F (2.38899, 2.86637, 0.85879)
F (0.43229, 1.65854, 0.65496)
F (2.54790, 0.67538, 0.76947)
B (-3.36915, -2.71173, 2.38525)
F (-3.57110, -3.04946, 3.68769)
F (-2.07031, -2.20975, 2.08979)
F (-3.51541, -3.87020, 1.47783)
F (-4.22585, -1.70742, 1.98059)

Löwdin atomic charge list, values in e, 6 entries: C -0.04; C -0.29; C -0.15; O -0.23; C -0.03; N 0.22


No. 2
ORCA calculation (the ωB97M-V functional and the def2-TZVPD basis) on a 2-piece molecular cluster, ClH8N3Si2 overall.

Computed properties:
Gap between HOMO and LUMO (spin up / spin down) (hartree): 0.272 / 0.272
E_tot (eV): -32877.8576
HOMO level (spin up / spin down) (eV): -8.0 / -8.0
Relative energy (zero: lowest compared OMol25 entry of this formula, charge and spin) (eV): 3.730
Net charge: 0
Maximum force (eV Å⁻¹): 3.65

CARTESIAN COORDINATES (ANGSTROEM)
N (1.54153, -1.57940, -1.12527)
N (0.98467, -0.67989, 1.57230)
N (-0.86430, 1.63020, -0.63652)
Si (-2.41018, 1.07383, -0.12490)
Si (1.24460, -0.32951, -0.08175)
Cl (2.83621, 0.79178, -0.19713)
H (2.45769, -1.65103, -1.54274)
H (0.87430, -2.29121, -1.56606)
H (1.90198, -0.62721, 1.99546)
H (0.37762, -1.37411, 1.97936)
H (-0.53489, 2.48749, -0.33191)
H (-3.32450, 2.19607, -0.16731)
H (-2.60489, 0.43820, 1.25201)
H (-2.47983, -0.08521, -1.02555)

Löwdin atomic charge list, values in e, 6 entries: N -0.11; N -0.09; N -0.29; Si 0.31; Si 0.03; Cl 0.44


No. 3
ORCA calculation (the ωB97M-V functional and the def2-TZVPD basis) on C26H22ClF6N5O6S2Sn as an isolated structure.

Computed properties:
Gap between HOMO and LUMO (hartree): 0.274
E_tot (eV): -103370.2651
HOMO level (eV): -14.7
Relative energy (zero: lowest compared OMol25 entry of this formula, charge and spin) (eV): 0.000
Net charge: +2
Maximum force (eV Å⁻¹): 0.13

CARTESIAN COORDINATES (ANGSTROEM)
Sn (-1.31360, -0.86021, -1.47525)
F (2.78035, 0.83603, 2.59447)
C (3.15340, 0.49565, 1.35779)
F (2.86500, -0.79088, 1.16263)
F (4.45003, 0.68023, 1.21730)
S (2.21375, 1.54057, 0.16645)
O (0.81536, 1.34536, 0.46572)
O (2.77819, 2.84299, 0.29620)
N (2.63433, 0.84374, -1.19964)
S (1.61971, 0.17886, -2.13975)
O (0.71924, 1.02757, -2.87082)
O (0.89050, -0.99280, -1.55244)
C (2.78755, -0.62068, -3.32621)
F (3.47325, 0.30396, -3.96333)
F (2.05431, -1.31743, -4.19684)
F (3.59512, -1.44030, -2.68059)
C (-0.62442, -1.02159, -6.02500)
C (-0.37007, -2.35764, -6.27618)
C (-0.47115, -3.27752, -5.24125)
C (-0.81484, -2.82849, -3.97839)
N (-1.01904, -1.52696, -3.73519)
C (-0.93805, -0.64504, -4.73121)
C (-1.06727, -3.73646, -2.82919)
C (-1.06187, -5.11690, -2.95134)
C (-1.43391, -5.90069, -1.87200)
C (-1.82727, -5.28748, -0.69368)
C (-1.79068, -3.91037, -0.63192)
N (-1.39775, -3.15092, -1.66258)
H (-0.57357, -0.27847, -6.80731)
H (-0.10671, -2.69028, -7.27103)
H (-0.29186, -4.32414, -5.43421)
H (-1.11662, 0.39088, -4.47559)
H (-0.79392, -5.58354, -3.88647)
H (-1.43965, -6.97860, -1.96103)
H (-2.15898, -5.85832, 0.16123)
H (-2.08548, -3.38627, 0.26593)
O (-1.21635, 2.74618, 5.92027)
C (-1.93940, 1.55578, 6.03891)
N (-1.40614, 0.49553, 5.18557)
C (-1.42977, 0.62973, 3.85412)
O (-1.93783, 1.60264, 3.30104)
C (-0.81921, -0.46816, 3.02729)
C (0.09967, -1.39985, 3.48721)
C (0.63158, -2.32252, 2.59957)
C (0.23612, -2.27886, 1.27923)
N (-0.66377, -1.39537, 0.83028)
C (-1.16966, -0.51013, 1.68506)
H (-1.56525, 3.22171, 5.15905)
H (-2.99001, 1.70172, 5.78644)
H (-1.85697, 1.21551, 7.06727)
H (-0.95277, -0.29275, 5.61283)
H (0.44006, -1.39944, 4.51511)
H (1.36954, -3.04384, 2.91989)
H (0.66033, -2.95328, 0.54531)
H (-1.86872, 0.22211, 1.29730)
Cl (3.25982, 5.52406, 2.53827)
C (1.76248, 5.13941, 1.87164)
C (1.40884, 5.72145, 0.63361)
C (0.20893, 5.40700, 0.08815)
C (-0.68071, 4.49607, 0.76107)
C (-1.88434, 4.18573, 0.23227)
C (-0.28218, 3.92579, 2.02098)
C (0.91677, 4.25608, 2.57123)
H (2.10259, 6.39270, 0.14894)
H (-0.09655, 5.83380, -0.85884)
H (-2.21329, 4.61172, -0.70815)
H (-2.55642, 3.50680, 0.74335)
H (-0.94751, 3.22218, 2.51033)
H (1.24673, 3.84665, 3.51614)

Löwdin atomic charge list, values in e, 6 entries: Sn 1.37; F 0.14; C -0.68; F 0.14; F 0.18; S 0.62


No. 4
ORCA calculation (the ωB97M-V functional and the def2-TZVPD basis) on C9H30N12O11Zn2 as an isolated structure.

Computed properties:
Gap between HOMO and LUMO (hartree): 0.111
E_tot (eV): -147044.7988
HOMO level (eV): -13.4
Net charge: +2
Maximum force (eV Å⁻¹): 9.85

CARTESIAN COORDINATES (ANGSTROEM)
Zn (-0.00712, -0.99760, 3.30560)
Zn (0.78293, -2.58268, 0.81223)
C (0.40428, 0.00467, 0.91784)
O (-0.41918, 0.33354, 1.83102)
O (-0.06787, -0.86948, 0.10581)
O (1.32925, -0.63208, 1.51291)
C (-3.22707, -1.09130, 3.92988)
O (-1.97774, -1.01472, 3.91347)
N (-4.01671, -0.70690, 2.94791)
N (-3.93704, -1.49806, 5.01549)
H (-5.00243, -0.79804, 3.11686)
H (-3.57562, -0.51882, 2.05448)
H (-3.33685, -1.96051, 5.68005)
H (-4.93635, -1.41171, 5.04756)
C (-0.68118, -4.00418, -1.44735)
O (-0.29556, -4.21573, -0.28640)
N (-0.32335, -4.73485, -2.54256)
N (-1.67420, -3.10351, -1.70243)
H (-0.46518, -4.19791, -3.38248)
H (0.19659, -5.59575, -2.52082)
H (-1.88614, -2.43786, -0.97875)
H (-2.22870, -3.16611, -2.54023)
C (0.93081, 1.92003, -2.39706)
O (0.13644, 2.44037, -1.60458)
N (1.80678, 2.59416, -3.17434)
N (0.96916, 0.60689, -2.67125)
H (1.68688, 3.59595, -3.14827)
H (2.12549, 2.14368, -4.01429)
H (0.40821, 0.22025, -1.91783)
H (1.84926, 0.22447, -2.96980)
C (4.37878, 1.76003, -0.28358)
O (4.86723, 2.88354, -0.17137)
N (4.78955, 0.77231, -1.07445)
N (3.59306, 1.34520, 0.73184)
H (5.57616, 1.03040, -1.65162)
H (4.41763, -0.15175, -0.93130)
H (3.04046, 0.50715, 0.68810)
H (3.67547, 1.96926, 1.51897)
C (3.15885, -2.49149, -1.28086)
O (2.13156, -2.75050, -0.62223)
N (3.09795, -2.02381, -2.50956)
N (4.29819, -2.12744, -0.67764)
H (2.28810, -1.96952, -3.10563)
H (3.96209, -1.82761, -2.98991)
H (4.53061, -2.30843, 0.28637)
H (5.08386, -1.92308, -1.27522)
C (-1.34025, 3.78906, 2.77542)
O (-1.79360, 4.86290, 3.08622)
N (-1.06791, 3.34997, 1.50854)
N (-1.09533, 2.76162, 3.59507)
H (-1.06458, 2.35128, 1.44625)
H (-1.22096, 4.00928, 0.76205)
H (-1.29027, 2.90504, 4.57467)
H (-0.58255, 1.94815, 3.30245)
C (-3.02882, 1.45711, -0.30062)
C (-3.21278, 1.56082, -1.79808)
O (-2.25048, 0.79214, -2.49942)
O (-3.00624, 0.14580, 0.22970)
H (-3.63896, 2.04090, 0.38826)
H (-2.05932, 1.95110, -0.19214)
H (-2.99031, 2.60010, -2.05282)
H (-4.20498, 1.28971, -2.15773)
H (-1.43218, 1.26270, -2.29185)
H (-2.17786, -0.31814, 0.07947)

Löwdin atomic charge list, values in e, 6 entries: Zn 1.20; Zn 1.00; C -0.68; O -0.11; O -0.11; O -0.16